{"formula": "C2H3I3O2", "method": "ωB97M-V/def2-TZVPD", "e_lumo_ha": -0.0224, "charge": 0, "multiplicity": 1, "homo_lumo_gap_ev": 7.94, "species": ["C", "C", "O", "O", "I", "I", "I", "H", "H", "H"], "coordinates": [[-0.401527, -0.719932, 1.046045], [0.692217, -0.703216, 0.355930], [-0.627425, 0.143709, 2.081107], [0.128422, 1.267144, -1.507944], [-1.060909, 1.280557, -3.068302], [0.995841, -2.037272, -1.210192], [2.337609, 0.499856, 0.863231], [-1.198376, -1.412308, 0.850138], [-1.559535, -0.174105, 2.483946], [0.693684, 1.855569, -1.893959]], "atomic_forces_ev_per_a": [[-1.261, 0.425, 1.228], [2.252, -0.253, -0.905], [-3.453, -1.413, 1.344], [-2.485, -2.006, 0.930], [-0.928, -0.412, -0.450], [-0.119, 0.020, 0.053], [-0.453, -0.122, -0.047], [-0.198, -0.264, -0.314], [3.297, 1.394, -1.173], [3.348, 2.631, -0.666]]}


{"formula": "C3H10SSi", "method": "ωB97M-V/def2-TZVPD", "e_lumo_ha": [0.0059, -0.0155], "charge": 0, "multiplicity": 1, "homo_lumo_gap_ev": [7.49, 7.19], "species": ["C", "C", "C", "Si", "S", "H", "H", "H", "H", "H", "H", "H", "H", "H", "H"], "coordinates": [[-1.107119, 1.653295, 2.019344], [-0.348233, 0.808730, 0.945805], [-0.869955, -0.452817, 0.417081], [1.581201, -2.581710, -0.603522], [-1.766560, -0.354576, -1.137179], [-1.702097, 2.417085, 1.452118], [-0.446463, 2.109158, 2.691527], [-1.799904, 1.035363, 2.537119], [-0.281420, 1.714224, 0.164973], [0.683935, 0.666221, 1.279449], [-1.352300, -0.974840, 1.186833], [1.873278, -1.211615, -1.094094], [2.526821, -3.371341, 0.079411], [0.695626, -3.277860, -1.646136], [-2.435237, -1.432764, -0.852770]], "atomic_forces_ev_per_a": [[-1.446, -0.704, -2.221], [1.580, 4.096, -1.374], [-0.715, 1.096, -1.474], [-2.582, 1.085, -1.144], [1.130, 0.505, 1.066], [0.428, -0.540, 0.888], [0.932, 0.722, 0.901], [-0.665, -0.451, 0.799], [0.439, -2.591, 0.703], [-0.011, -0.066, 0.088], [-0.660, -1.404, 0.679], [0.447, -0.313, 0.118], [1.130, -0.673, 0.425], [0.733, 0.225, 0.706], [-0.739, -0.985, -0.160]]}


{"formula": "C23H42FN8PS2SiTeTi", "method": "ωB97M-V/def2-TZVPD", "e_lumo_ha": [0.0120, 0.0119], "s_squared": 2.004, "charge": 0, "multiplicity": 3, "homo_lumo_gap_ev": [6.45, 7.83], "species": ["Ti", "N", "C", "C", "N", "H", "H", "H", "H", "H", "H", "H", "H", "C", "Si", "C", "C", "N", "C", "C", "C", "C", "C", "C", "F", "H", "H", "H", "H", "H", "H", "H", "H", "H", "H", "H", "H", "H", "C", "Te", "C", "H", "H", "H", "H", "H", "H", "C", "N", "C", "N", "C", "N", "C", "P", "C", "C", "H", "H", "H", "H", "H", "H", "H", "H", "H", "H", "H", "H", "S", "C", "C", "N", "C", "H", "H", "H", "S", "C", "N"], "coordinates": [[-0.171313, -0.247793, 0.364524], [-0.731526, -2.333041, 1.305188], [0.217028, -3.383146, 1.710767], [0.578639, -4.308858, 0.567581], [1.137624, -3.581071, -0.561785], [-1.236690, -2.015435, 2.131517], [-1.461030, -2.735618, 0.709274], [-0.193150, -3.994008, 2.524367], [1.119716, -2.895040, 2.089638], [-0.313820, -4.840511, 0.220007], [1.259847, -5.062194, 0.988413], [1.590332, -4.214105, -1.211495], [1.834320, -2.906798, -0.258446], [0.985488, -1.277882, 4.035638], [2.192834, -0.220495, 3.063176], [2.247279, 1.462159, 3.931254], [3.876606, -1.036263, 3.215057], [1.724400, -0.120517, 1.398069], [2.652461, 0.410798, 0.511531], [3.727551, 1.267725, 0.803216], [4.558650, 1.789925, -0.184160], [4.366716, 1.478485, -1.517569], [3.331378, 0.611267, -1.855219], [2.539142, 0.108378, -0.858426], [1.510765, -0.746316, -1.218365], [-0.013754, -1.317423, 3.609624], [1.344733, -2.300733, 4.137901], [0.886163, -0.866787, 5.041722], [1.458297, 1.549944, 4.679596], [2.139004, 2.300636, 3.244993], [3.196610, 1.591762, 4.453325], [4.488293, -0.588825, 3.998231], [4.440165, -0.964904, 2.284270], [3.765966, -2.094210, 3.454056], [3.914206, 1.544535, 1.828641], [5.362379, 2.453068, 0.105114], [5.007054, 1.885582, -2.286324], [3.134192, 0.316072, -2.877016], [-0.919753, -3.978617, -3.777718], [-1.367612, -2.457519, -2.380312], [-3.050679, -1.738965, -3.435589], [-1.810039, -4.580059, -3.929637], [-0.134246, -4.597099, -3.356760], [-0.582693, -3.549398, -4.714884], [-2.746750, -1.397246, -4.420938], [-3.467600, -0.913745, -2.864534], [-3.796307, -2.524920, -3.513397], [-2.185190, 3.039799, 4.956224], [-2.960591, 1.836573, 4.671966], [-4.133422, 2.206311, 3.882448], [-3.817932, 2.950043, 2.666329], [-3.029548, 4.119005, 3.025587], [-1.811820, 3.809506, 3.771750], [-0.858046, 3.079157, 2.934676], [-1.501526, 1.444552, 2.334453], [-2.141277, 0.849074, 3.968678], [-3.115977, 2.100330, 1.702002], [-1.278135, 2.758598, 5.497871], [-2.788376, 3.687045, 5.598502], [-4.773971, 2.835445, 4.507134], [-4.683474, 1.303541, 3.611029], [-3.649008, 4.766625, 3.651684], [-2.761003, 4.663217, 2.117207], [0.069108, 2.926982, 3.489890], [-0.617273, 3.698634, 2.065902], [-1.304023, 0.564942, 4.609467], [-2.738005, -0.052325, 3.791184], [-3.768516, 1.273269, 1.419997], [-2.912354, 2.676180, 0.792101], [-0.639180, 3.336372, -2.504485], [0.228297, 3.861913, -1.131366], [0.480833, 2.814142, -0.312830], [-0.020000, 1.603656, -0.757252], [-0.600368, 1.757010, -1.914339], [0.519137, 4.886030, -0.989759], [1.040608, 2.831560, 0.610319], [-1.045286, 0.932553, -2.455357], [-4.753377, -1.385124, 0.555966], [-3.323703, -0.728561, 0.119372], [-2.278480, -0.271806, -0.159512]], "atomic_forces_ev_per_a": [[0.046, -0.473, 1.087], [-0.411, 0.147, 0.026], [0.072, -0.081, -0.020], [0.066, -0.155, 0.114], [0.137, 0.024, -0.095], [0.025, -0.036, -0.124], [0.191, 0.059, -0.002], [0.042, 0.061, -0.063], [-0.085, -0.098, -0.154], [-0.014, 0.020, 0.055], [-0.026, -0.003, -0.067], [-0.025, 0.056, 0.037], [-0.056, -0.048, -0.008], [-0.058, 0.031, 0.199], [-0.168, 0.093, -0.193], [0.059, 0.005, 0.024], [0.133, -0.018, -0.024], [0.267, 0.277, -0.309], [-0.207, -0.327, -0.178], [0.084, 0.074, -0.090], [-0.118, -0.071, 0.103], [-0.010, -0.047, -0.064], [-0.069, -0.097, -0.046], [0.104, 0.138, 0.063], [0.052, 0.093, 0.085], [-0.088, 0.101, -0.028], [-0.005, -0.036, 0.036], [0.009, -0.018, 0.086], [-0.055, -0.012, 0.051], [0.033, 0.037, -0.108], [0.046, 0.032, 0.049], [0.028, 0.020, 0.082], [0.021, 0.007, -0.036], [-0.004, -0.082, -0.013], [0.001, 0.048, 0.171], [0.037, 0.026, 0.019], [0.018, 0.018, -0.016], [0.012, 0.014, -0.041], [-0.006, -0.033, -0.155], [0.196, 0.193, 0.543], [-0.172, -0.055, -0.137], [-0.024, -0.086, -0.062], [0.080, -0.067, 0.030], [0.016, -0.024, -0.096], [-0.067, 0.029, -0.055], [-0.016, 0.048, 0.036], [-0.059, 0.013, -0.054], [0.019, 0.044, 0.100], [0.062, -0.047, -0.032], [-0.112, 0.055, 0.022], [0.046, -0.038, -0.039], [-0.020, 0.092, 0.026], [0.004, -0.024, -0.035], [0.052, 0.111, 0.054], [0.134, -0.324, -0.178], [-0.102, -0.087, 0.080], [-0.101, 0.121, -0.099], [-0.029, 0.016, 0.000], [0.019, -0.017, -0.009], [0.016, -0.029, -0.021], [-0.001, 0.000, 0.021], [0.008, 0.005, -0.022], [-0.006, 0.003, 0.005], [-0.060, 0.011, 0.002], [-0.001, -0.021, 0.024], [0.049, -0.031, -0.006], [0.016, 0.026, 0.028], [0.045, 0.027, 0.035], [-0.038, -0.047, 0.016], [0.071, 0.303, -0.187], [0.135, 0.030, 0.221], [-0.046, -0.263, -0.100], [0.220, 0.830, -0.212], [-0.282, -0.547, -0.100], [0.012, 0.105, -0.021], [-0.004, 0.048, 0.006], [-0.042, 0.003, 0.063], [0.444, 0.253, -0.129], [-0.548, -0.377, 0.093], [0.005, -0.026, -0.267]]}


{"formula": "C6H10O", "method": "ωB97M-V/def2-TZVPD", "e_lumo_ha": 0.0288, "charge": 0, "multiplicity": 1, "homo_lumo_gap_ev": 8.76, "species": ["C", "C", "O", "C", "C", "C", "C", "H", "H", "H", "H", "H", "H", "H", "H", "H", "H"], "coordinates": [[0.401809, -1.300176, -0.069319], [1.218631, -0.369028, -0.961020], [0.885062, 0.919700, -0.939590], [0.356154, 1.601888, 0.210276], [-1.005258, 1.187963, 0.701973], [-1.664823, 0.072352, 0.400426], [-1.080880, -1.050808, -0.422873], [0.509603, -1.163598, 1.014827], [0.685084, -2.333130, -0.305859], [2.749714, -0.354582, -0.008124], [2.512607, -0.506539, -0.889069], [1.118970, 1.549919, 1.003975], [0.290892, 2.647705, -0.115662], [-1.470657, 1.934147, 1.346180], [-2.675316, -0.056590, 0.790878], [-1.167875, -0.817863, -1.493269], [-1.663716, -1.961360, -0.263749]], "atomic_forces_ev_per_a": [[0.058, 0.039, 0.000], [0.119, 0.101, 0.415], [-0.006, 0.048, -0.136], [-0.011, 0.042, 0.128], [-0.061, -0.114, -0.068], [0.132, 0.176, 0.019], [-0.040, -0.034, -0.052], [0.050, 0.038, -0.216], [0.016, 0.222, 0.027], [-0.300, -0.094, -0.178], [-0.211, -0.058, 0.050], [-0.134, -0.059, -0.072], [0.080, -0.200, 0.109], [0.004, -0.117, -0.135], [0.225, 0.026, -0.083], [-0.016, -0.086, 0.132], [0.094, 0.070, 0.058]]}


- What is the charge in the fourth record?
  0